No. 1
16
Properties=species:S:1:pos:R:3 method="wB97M-V/def2-TZVPD" smiles=CC.CC de_lowest_ev=1.318 gap_ev=12.2 lumo_energy_ev=1.11
C -1.068 -0.889 -1.013
C -2.124 -0.479 -2.026
H -1.686 -1.164 -0.079
H -0.548 -1.828 -1.347
H -0.350 -0.140 -0.561
H -1.689 0.345 -2.600
H -2.981 -0.019 -1.351
H -2.632 -1.330 -2.498
C 0.847 0.732 1.537
C 2.340 0.614 1.276
H 0.680 1.743 1.182
H 0.332 0.003 0.907
H 0.596 0.500 2.554
H 2.670 -0.404 1.443
H 2.802 1.106 2.077
H 2.812 1.212 0.499

No. 2
156
Properties=species:S:1:pos:R:3 method="wB97M-V/def2-TZVPD" de_lowest_ev=0.000 gap_ev="8.5 / 2.7" spin_multiplicity=2 lumo_energy_ev="-2.65 / -8.45" total_charge=+1
C -2.210 2.658 1.039
C -3.210 3.330 1.981
O -4.089 4.069 1.143
H -1.412 2.109 1.539
H -1.812 3.464 0.423
H -2.668 1.871 0.440
H -2.784 3.981 2.745
H -3.712 2.521 2.511
H -4.472 3.494 0.476
C -0.152 0.230 -0.027
C 0.822 -0.966 0.239
O 0.847 -1.712 -0.897
H -0.020 1.001 0.732
H -1.214 0.008 -0.133
H 0.112 0.724 -0.962
H 0.514 -1.586 1.081
H 1.842 -0.650 0.457
H 1.166 -1.194 -1.640
C 2.700 -4.428 -3.129
C 3.580 -4.617 -1.876
O 3.047 -5.556 -0.938
H 3.251 -3.803 -3.832
H 1.828 -3.849 -2.824
H 2.337 -5.346 -3.591
H 3.687 -3.645 -1.395
H 4.595 -4.898 -2.160
H 2.137 -5.282 -0.804
C -5.984 -0.239 -1.519
C -4.898 0.828 -1.465
O -5.235 2.006 -0.693
H -6.906 0.186 -1.917
H -6.247 -0.658 -0.548
H -5.693 -1.004 -2.239
H -4.602 1.136 -2.467
H -3.979 0.403 -1.062
H -5.601 2.657 -1.297
C -1.514 0.357 -4.315
C -0.819 0.131 -5.649
O -1.412 0.892 -6.650
H -0.978 -0.134 -3.502
H -2.441 -0.215 -4.358
H -1.633 1.423 -4.121
H -0.902 -0.910 -5.961
H 0.239 0.324 -5.469
H -0.961 1.739 -6.622
C 3.834 -1.628 2.951
C 4.572 -0.830 4.034
O 4.270 -1.224 5.344
H 4.123 -1.126 2.028
H 2.750 -1.569 3.053
H 4.102 -2.682 3.017
H 4.361 0.236 3.943
H 5.649 -0.962 3.940
H 4.590 -2.126 5.406
C -1.006 -6.038 0.823
C -0.023 -4.876 0.819
C 1.182 -5.204 1.595
O 0.862 -5.408 2.973
C 1.982 -5.105 3.812
N 0.409 -4.505 -0.530
H -0.787 -6.877 0.161
H -1.989 -5.716 0.480
H -1.167 -6.415 1.833
H -0.505 -4.042 1.330
H 1.955 -4.438 1.537
H 1.723 -6.075 1.224
H 2.821 -5.683 3.426
H 1.749 -5.419 4.830
H 2.310 -4.066 3.825
H -0.405 -4.271 -1.081
H 0.778 -3.565 -0.519
C -1.781 6.813 0.222
C -1.566 6.832 -1.286
C -1.508 5.357 -1.809
O -0.313 4.708 -1.319
C -0.073 3.441 -1.960
N -2.691 7.603 -1.903
H -0.889 6.429 0.718
H -2.619 6.194 0.540
H -1.988 7.833 0.545
H -0.574 7.218 -1.520
H -1.409 5.354 -2.894
H -2.464 4.910 -1.535
H 0.656 2.946 -1.318
H 0.370 3.579 -2.947
H -0.937 2.788 -2.087
H -2.547 7.431 -2.888
H -2.483 8.585 -1.792
C 4.348 3.591 5.117
C 3.783 4.913 4.538
C 2.219 4.956 4.478
O 1.882 3.775 3.786
C 0.570 3.719 3.287
N 4.211 5.957 5.466
H 4.038 2.658 4.647
H 4.043 3.444 6.153
H 5.431 3.515 5.211
H 4.127 4.982 3.506
H 1.923 5.845 3.922
H 1.819 5.021 5.489
H 0.274 4.596 2.711
H -0.076 3.646 4.162
H 0.519 2.842 2.642
H 4.106 6.857 5.019
H 5.207 5.820 5.557
C 4.178 -0.693 -1.851
C 3.347 0.507 -2.445
C 4.217 1.388 -3.340
O 3.573 2.549 -3.866
C 3.479 3.567 -2.933
N 2.251 -0.209 -3.165
H 4.924 -0.285 -1.168
H 4.718 -1.204 -2.648
H 3.463 -1.427 -1.480
H 2.852 1.152 -1.719
H 4.627 0.826 -4.179
H 5.114 1.652 -2.780
H 2.961 3.181 -2.055
H 2.876 4.346 -3.399
H 4.401 3.911 -2.465
H 1.777 0.487 -3.723
H 2.660 -0.766 -3.902
C -3.210 -5.741 -3.870
C -3.353 -4.223 -4.148
C -1.999 -3.501 -3.692
O -1.706 -3.558 -2.301
C -2.330 -2.588 -1.419
N -3.533 -4.134 -5.573
H -4.171 -6.254 -3.872
H -2.926 -5.918 -2.833
H -2.607 -6.243 -4.627
H -4.232 -3.735 -3.728
H -1.955 -2.492 -4.103
H -1.180 -4.003 -4.207
H -2.160 -2.967 -0.411
H -3.415 -2.547 -1.511
H -1.894 -1.603 -1.586
H -2.697 -4.381 -6.083
H -4.029 -5.013 -5.590
C -2.528 -2.057 2.390
C -2.548 -1.600 3.829
C -2.181 -0.055 4.002
O -0.924 0.284 3.385
C 0.280 0.182 4.148
N -3.832 -1.920 4.357
H -3.059 -2.988 2.193
H -1.496 -2.082 2.038
H -2.979 -1.300 1.749
H -1.782 -2.175 4.348
H -2.223 0.289 5.035
H -2.981 0.509 3.522
H 0.340 0.900 4.965
H 1.132 0.396 3.502
H 0.292 -0.816 4.587
H -4.556 -1.432 3.849
H -3.866 -1.609 5.318

No. 3
15
Properties=species:S:1:pos:R:3 method="wB97M-V/def2-TZVPD" smiles="Cc1ccc(C=O)[nH]1" de_lowest_ev=1.164 gap_ev=9.0 lumo_energy_ev=0.69
C -1.059 -2.150 0.072
C -0.525 -0.765 -0.101
C -0.746 0.061 -1.236
C 0.001 1.272 -0.981
C 0.698 1.095 0.261
C 1.541 2.083 0.809
O 1.803 1.920 1.952
N 0.246 -0.122 0.843
H -1.599 -2.208 0.965
H -1.849 -2.164 -0.746
H -0.271 -2.936 -0.128
H -1.390 -0.287 -2.083
H 0.153 2.155 -1.625
H 2.355 2.657 0.376
H 0.642 -0.611 1.622

No. 4
93
Properties=species:S:1:pos:R:3 method="wB97M-V/def2-TZVPD" de_lowest_ev=0.326 gap_ev=5.9 lumo_energy_ev=-4.76 total_charge=+1
Pt -0.431 0.449 -0.208
I 5.946 -0.959 3.356
C 3.890 -0.691 3.145
C 3.183 0.007 4.114
C 1.821 0.200 3.953
C 1.167 -0.276 2.818
C 1.884 -0.981 1.862
C 3.244 -1.201 2.029
C -0.298 0.026 2.736
O -1.061 -0.318 3.601
O -0.786 0.728 1.698
H 3.686 0.389 4.992
H 1.252 0.721 4.713
H 1.392 -1.387 0.989
H 3.797 -1.754 1.282
C 0.684 -1.996 -3.825
O -0.582 -2.336 -3.192
C -1.125 -1.436 -2.438
O -0.598 -0.316 -2.294
C -2.343 -1.837 -1.674
C -2.963 -3.016 -1.797
As -3.985 -4.070 -0.376
C -5.787 -3.433 -0.810
C -3.228 -2.747 0.901
C -3.718 -1.500 0.854
As -2.713 -0.372 -0.379
C -3.992 0.530 -1.530
C -5.145 -1.106 1.124
O -5.607 -0.103 0.649
O -5.886 -1.798 1.989
C -5.411 -2.825 2.869
C -1.736 -2.956 1.050
O -0.901 -2.182 0.633
O -1.334 -4.036 1.689
C -2.231 -4.897 2.418
C -2.718 -3.940 -2.959
O -2.392 -5.088 -2.813
O -2.998 -3.360 -4.121
C -2.799 -4.197 -5.279
H 0.951 -2.873 -4.403
H 1.423 -1.790 -3.054
H 0.553 -1.126 -4.461
H -5.993 -3.799 -1.816
H -5.922 -2.357 -0.801
H -6.491 -3.903 -0.126
H -4.755 -0.178 -1.843
H -3.412 0.850 -2.399
H -4.449 1.374 -1.033
H -6.211 -2.964 3.589
H -4.506 -2.509 3.385
H -5.243 -3.762 2.340
H -1.619 -5.364 3.182
H -2.636 -5.657 1.753
H -3.029 -4.327 2.888
H -3.081 -3.588 -6.130
H -3.426 -5.083 -5.211
H -1.756 -4.499 -5.342
F 8.568 3.396 0.351
C 8.051 3.032 -0.830
F 8.153 4.088 -1.656
F 8.845 2.069 -1.334
C 6.628 2.561 -0.712
C 6.037 2.382 0.528
C 4.729 1.932 0.604
C 4.012 1.653 -0.559
C 4.620 1.837 -1.804
C 5.923 2.291 -1.879
C 2.652 1.210 -0.461
C 1.493 0.891 -0.340
H 6.592 2.594 1.431
H 4.253 1.800 1.565
H 4.062 1.625 -2.706
H 6.395 2.438 -2.841
C -2.180 3.250 0.481
Si -0.532 2.873 -0.281
C -0.441 3.159 -2.115
C 0.805 3.732 0.667
C 1.177 4.991 0.187
C 2.136 5.749 0.848
C 2.740 5.251 1.991
C 2.384 3.998 2.474
C 1.423 3.246 1.819
H -2.310 4.336 0.434
H -2.170 2.960 1.533
H -3.035 2.792 -0.008
H -0.895 4.122 -2.366
H -0.971 2.386 -2.674
H 0.600 3.164 -2.438
H 0.729 5.392 -0.717
H 2.415 6.721 0.462
H 3.495 5.835 2.502
H 2.861 3.603 3.362
H 1.178 2.262 2.190

No. 5
21
Properties=species:S:1:pos:R:3 method="wB97M-V/def2-TZVPD" de_lowest_ev=2.165 gap_ev=8.8 lumo_energy_ev=-4.39 total_charge=+1
C 0.043 1.656 0.272
C -1.238 1.302 0.426
C 1.341 -1.364 0.531
C 2.306 0.507 -0.706
C 1.982 -0.016 0.704
C 0.239 -0.728 -0.393
C 0.897 0.604 -0.221
C -2.652 -0.518 -0.538
N -1.574 -0.093 0.341
H 0.358 2.618 0.487
H -1.977 2.019 0.965
H 1.887 -2.090 -0.049
H 1.109 -1.950 1.423
H 2.938 1.389 -0.775
H 2.508 -0.118 -1.522
H 2.467 0.365 1.533
H 0.143 -1.127 -1.358
H -2.401 -0.631 -1.607
H -3.101 -1.397 -0.219
H -3.534 0.163 -0.581
H -1.741 -0.592 1.289

No. 6
103
Properties=species:S:1:pos:R:3 method="wB97M-V/def2-TZVPD" de_lowest_ev=0.000 gap_ev=6.8 lumo_energy_ev=-6.17 total_charge=+2
Pt 0.410 0.186 -0.342
O -3.006 2.116 0.511
C -2.146 1.375 0.092
N -0.981 1.078 0.714
C -0.629 1.722 1.956
C 0.825 1.468 2.220
C 1.453 2.074 3.296
C 2.792 1.845 3.539
C 3.478 1.001 2.678
C 2.806 0.439 1.620
N 1.494 0.633 1.377
C -2.278 0.590 -1.190
C -3.464 0.557 -1.887
C -3.572 -0.273 -2.992
C -2.488 -1.068 -3.332
C -1.324 -0.982 -2.595
N -1.203 -0.143 -1.557
H -0.824 2.799 1.933
H -1.238 1.324 2.774
H 0.871 2.728 3.932
H 3.292 2.318 4.374
H 4.528 0.782 2.811
H 3.341 -0.215 0.959
H -4.273 1.181 -1.532
H -4.491 -0.321 -3.560
H -2.535 -1.765 -4.157
H -0.485 -1.622 -2.817
C 5.652 2.807 -1.253
C 4.933 3.232 -0.147
C 3.552 3.089 -0.130
C 2.871 2.526 -1.215
C 3.614 2.120 -2.329
C 4.993 2.255 -2.346
Si 1.034 2.442 -1.051
C -0.077 2.926 -2.451
C 0.081 2.551 -3.792
C -0.789 3.009 -4.768
C -1.837 3.856 -4.424
C -2.006 4.247 -3.105
C -1.132 3.788 -2.129
H 6.728 2.920 -1.276
H 5.443 3.687 0.692
H 2.996 3.446 0.731
H 3.119 1.711 -3.203
H 5.557 1.946 -3.215
H 0.641 3.214 0.141
H 0.912 1.931 -4.098
H -0.643 2.725 -5.802
H -2.509 4.222 -5.188
H -2.813 4.914 -2.835
H -1.284 4.102 -1.102
S 4.877 -2.345 -4.695
C 3.722 -1.642 -3.540
C 3.926 -1.759 -2.171
C 2.971 -1.283 -1.296
N 1.842 -0.678 -1.689
C 1.664 -0.544 -3.014
C 2.549 -1.024 -3.956
C 5.879 -0.908 -5.045
C 5.343 0.312 -5.435
C 6.218 1.345 -5.734
N 7.542 1.231 -5.679
C 8.039 0.050 -5.330
C 7.256 -1.050 -4.997
H 4.812 -2.244 -1.785
H 3.085 -1.450 -0.240
H 0.779 -0.018 -3.331
H 2.325 -0.907 -5.007
H 4.277 0.468 -5.527
H 5.830 2.311 -6.042
H 9.120 -0.029 -5.302
H 7.716 -1.983 -4.704
C 2.329 -4.486 1.442
C 0.988 -4.315 0.741
C 1.133 -4.413 -0.774
Sb -0.024 -2.473 1.269
C 0.040 -2.426 3.427
C 1.401 -2.023 3.986
C -1.067 -1.534 3.981
C -2.070 -3.162 1.042
C -2.343 -3.669 -0.370
C -2.444 -4.237 2.060
H 2.788 -5.436 1.155
H 2.235 -4.490 2.527
H 3.033 -3.695 1.161
H 0.305 -5.092 1.095
H 1.855 -3.680 -1.144
H 0.193 -4.259 -1.304
H 1.509 -5.400 -1.055
H -0.171 -3.467 3.685
H 1.559 -0.946 3.875
H 2.236 -2.536 3.508
H 1.451 -2.243 5.055
H -0.787 -0.482 3.890
H -1.217 -1.730 5.045
H -2.029 -1.674 3.487
H -2.664 -2.263 1.232
H -1.891 -4.651 -0.524
H -1.967 -3.001 -1.147
H -3.418 -3.788 -0.527
H -1.817 -5.124 1.949
H -3.476 -4.560 1.902
H -2.373 -3.894 3.092

No. 7
57
Properties=species:S:1:pos:R:3 method="wB97M-V/def2-TZVPD" de_lowest_ev=0.000 gap_ev="5.9 / 5.8" spin_multiplicity=2 lumo_energy_ev="-7.87 / -7.89" total_charge=+2
C 0.162 1.708 -2.991
C 1.179 1.258 -2.143
H 0.482 1.679 -4.053
H -0.138 2.730 -2.666
H -0.722 1.068 -2.829
O 2.120 0.813 -1.628
Cl -1.482 0.773 -0.499
Yb -0.635 -0.689 1.473
P 0.624 2.079 1.220
C 2.165 2.558 2.099
C 0.299 3.668 0.366
H 0.415 4.498 1.078
H -0.410 3.256 3.055
H -0.716 3.668 -0.048
H -1.607 2.197 2.239
H 2.996 2.460 1.387
H 1.021 3.794 -0.450
C -0.576 2.265 2.614
H 2.087 3.598 2.445
H -0.424 1.486 3.379
H 2.341 1.883 2.947
P -0.596 -2.112 -1.265
C 0.368 -3.668 -1.441
C -2.141 -2.809 -0.526
H -2.002 -1.241 -3.059
H -1.525 -2.941 -3.367
H -0.353 -1.617 -3.623
C -1.182 -1.966 -2.996
H -2.879 -2.012 -0.357
H -2.548 -3.540 -1.237
H -0.180 -4.391 -2.060
H 0.574 -4.103 -0.451
H -1.932 -3.309 0.433
H 1.326 -3.425 -1.926
Cl -1.483 -1.485 3.564
C 3.758 -3.034 3.543
N 2.774 -3.588 2.585
C 3.475 -4.050 1.359
N 4.270 -2.964 0.738
C 5.234 -2.437 1.727
N 4.571 -1.943 2.953
C 3.756 -0.761 2.682
P 2.355 -1.084 1.471
C 1.688 -2.650 2.284
C 3.425 -1.897 0.178
H 4.435 -3.848 3.837
H 3.227 -2.633 4.420
H 2.731 -4.413 0.629
H 4.174 -4.847 1.656
H 5.795 -1.609 1.274
H 5.911 -3.257 2.004
H 3.318 -0.397 3.620
H 4.388 0.032 2.261
H 0.964 -3.143 1.608
H 1.132 -2.361 3.194
H 4.050 -1.113 -0.271
H 2.785 -2.312 -0.616

No. 8
15
Properties=species:S:1:pos:R:3 method="wB97M-V/def2-TZVPD" de_lowest_ev=0.000 gap_ev="7.1 / 5.3" lumo_energy_ev="-13.84 / -14.12" total_charge=+3
C -0.797 0.785 -1.380
C 0.031 -0.436 -1.035
C 0.588 -0.370 0.345
C 0.221 -1.250 1.313
O 0.688 -1.251 2.532
Y 1.062 -2.468 4.467
H -0.967 0.939 -2.448
H -1.748 0.794 -0.837
H 0.809 -0.269 -1.850
H -0.585 -1.329 -1.206
H 1.302 0.423 0.588
H -0.502 -2.041 1.057
H 0.516 1.687 -0.096
O -0.027 2.022 -0.862
H -0.590 2.764 -0.587

No. 9
13
Properties=species:S:1:pos:R:3 method="wB97M-V/def2-TZVPD" de_lowest_ev=4.554 gap_ev=9.6 lumo_energy_ev=-4.13 total_charge=+1
C 1.455 -0.876 0.258
C -1.949 -0.074 -0.075
N 0.682 -0.041 0.041
N -1.195 0.889 0.296
N 2.486 -1.798 0.300
N -0.650 1.782 -0.551
H -2.241 -0.944 0.513
H -2.218 -0.117 -1.224
H -0.879 0.973 1.324
H 3.034 -1.901 -0.494
H 2.670 -2.341 1.118
H -1.073 1.862 -1.415
H -0.122 2.586 -0.091